This record from the Open Molecules 2025 dataset describes an isolated molecule of C2H2N2O in a non-equilibrium geometry. The level of theory is ωB97M-V/def2-TZVPD.

CARTESIAN COORDINATES (ANGSTROEM)
N  2.6309  -0.0169  0.0171
C  1.4314  -0.2020  -0.1294
C  -0.0265  0.4250  0.1696
N  -0.9238  -0.4780  0.0516
O  -2.1829  0.1309  -0.0985
H  -0.0682  1.5758  -0.1344
H  -2.8475  -0.4973  0.2006

As for the HOMO energy: -10.923 eV. The value obtained for the frontier orbital gap is 10.64 eV. Its energy is -262.0275 Ha. The LUMO energy comes out at -0.0104 hartree. The SMILES is N#C/C=N/O. For the energy relative to the best compared isomer or geometry (same formula, charge and spin), the calculation gives 3.712 eV.

In elementary charge units, the natural (NBO) charges are: N -0.28; C 0.20; C -0.04; N -0.07; O -0.56; H 0.25; H 0.48



This record from the Open Molecules 2025 dataset describes a structure of composition C35H52FeO2P4 in a non-equilibrium geometry. The level of theory is ωB97M-V/def2-TZVPD.

CARTESIAN COORDINATES (ANGSTROEM)
Fe  0.2597  -1.1311  -0.5807
P  -1.1774  -2.8663  -0.4140
P  2.0866  -2.3054  1.5156
P  1.6692  -2.4547  -2.0897
H  -0.2249  4.4439  -6.5364
C  -0.2952  3.5546  -7.1655
C  -1.4392  2.8824  -7.3322
H  -2.3711  3.2071  -6.8643
C  -2.6152  -1.9531  0.2222
C  -1.0390  -4.3032  0.6799
C  -1.8021  -3.4921  -2.0022
C  3.4279  -1.1153  1.3679
C  1.3561  -2.1367  3.1461
C  2.7428  -3.9806  1.4863
C  1.0188  -2.1587  -3.7675
C  1.8324  -4.2772  -1.9900
C  3.4039  -1.8844  -2.1793
H  0.6226  3.2300  -7.6628
H  -1.4870  1.9976  -7.9734
H  -2.5124  -0.8786  0.0053
H  -2.6936  -2.1071  1.3078
H  -3.5062  -2.3447  -0.2832
H  -0.8867  -3.9817  1.7204
H  -0.2216  -4.9699  0.3774
H  -1.9951  -4.8427  0.6040
H  -1.9475  -2.6586  -2.7032
H  -2.7795  -3.9349  -1.7676
H  -1.1379  -4.2475  -2.4445
H  4.1875  -1.3386  2.1284
H  3.0430  -0.0968  1.5192
H  3.8934  -1.1639  0.3729
H  1.8866  -2.7837  3.8579
H  0.2973  -2.4186  3.1321
H  1.4187  -1.0983  3.4859
H  3.8384  -3.9564  1.5345
H  2.4445  -4.5134  0.5787
H  2.3793  -4.5462  2.3489
H  1.5091  -2.8091  -4.5050
H  1.1869  -1.1108  -4.0440
H  -0.0599  -2.3461  -3.7894
H  1.9260  -4.6902  -3.0023
H  0.9631  -4.7452  -1.5129
H  2.7283  -4.5621  -1.4254
H  3.8691  -2.2287  -3.1148
H  3.9977  -2.2632  -1.3366
H  3.4159  -0.7862  -2.1547
C  -0.4474  0.8764  -2.5464
C  0.7287  1.6767  -2.6385
C  1.2000  2.0100  -3.8889
C  0.5049  1.6020  -5.0281
C  -0.7535  0.9987  -4.9228
C  -1.2975  0.7070  -3.6866
O  -0.7031  0.2138  -1.4427
H  1.0526  -2.2916  0.2042
H  1.2840  1.9015  -1.7321
H  2.1279  2.5856  -3.9828
H  0.8718  1.8803  -6.0098
H  -1.3392  0.8017  -5.8180
H  -2.2655  0.2298  -3.5539
O  -0.4132  -0.1115  1.7869
P  -0.7113  1.2763  2.3066
C  -2.4301  1.7443  2.0309
C  -2.8372  3.0503  1.7124
C  -4.1944  3.3754  1.7342
C  -5.1417  2.4196  2.1126
C  -4.7470  1.1138  2.4084
C  -3.3902  0.7755  2.3610
C  0.5256  2.3993  1.6627
C  1.8237  2.2797  2.1939
C  2.8301  3.1333  1.7558
C  2.5445  4.1151  0.8089
C  1.2801  4.1781  0.2089
C  0.2846  3.2664  0.5867
C  -0.5221  1.4135  4.1039
C  -0.7441  0.2912  4.9182
C  -0.7285  0.4374  6.3097
C  -0.5252  1.6889  6.8876
C  -0.3160  2.8139  6.0743
C  -0.3061  2.6741  4.6838
H  -2.0835  3.7944  1.4791
H  -4.5046  4.3957  1.4911
H  -6.1895  2.7040  2.2109
H  -5.4799  0.3558  2.6997
H  -3.0813  -0.2384  2.6184
H  2.0284  1.5340  2.9696
H  3.8292  3.0336  2.1896
H  3.3144  4.8413  0.5417
H  1.0630  4.9393  -0.5391
H  -0.6702  3.2218  0.0491
H  -0.9334  -0.6858  4.4669
H  -0.8946  -0.4304  6.9421
H  -0.5439  1.8143  7.9690
H  -0.1721  3.8050  6.5071
H  -0.1407  3.5554  4.0535

As for the HOMO energy (spin up / spin down): -15.436 / -15.435 eV. The value obtained for the frontier orbital gap (spin up / spin down) is 7.64 / 4.56 eV. Its energy is -4143.5105 Ha. Its expectation value of S² is 8.7906. The LUMO energy (spin up / spin down) comes out at -0.2864 / -0.3996 hartree. As for the multiplicity: 6. The net charge is +3. For the energy relative to the best compared isomer or geometry (same formula, charge and spin), the calculation gives 0.000 eV.

In elementary charge units, the Löwdin charges are: Fe 0.44; P 0.75; P 0.92; P 0.79; H 0.07; C -0.07; C -0.07; H 0.07; C -0.22; C -0.22; C -0.22; C -0.18; C -0.20; C -0.18; C -0.22; C -0.22; C -0.24; H 0.07; H 0.07; H 0.04; H 0.06; H 0.07; H 0.05; H 0.04; H 0.08; H 0.05; H 0.07; H 0.05; H 0.09; H 0.04; H 0.04; H 0.09; H 0.05; H 0.05; H 0.08; H 0.02; H 0.08; H 0.08; H 0.04; H 0.03; H 0.08; H 0.02; H 0.05; H 0.08; H 0.04; H 0.05; C -0.33; C 0.03; C -0.01; C -0.01; C -0.03; C 0.05; O -0.16; H -0.09; H 0.12; H 0.14; H 0.10; H 0.12; H 0.14; O -0.40; P 0.80; C -0.27; C -0.07; C -0.05; C -0.05; C -0.05; C -0.09; C -0.29; C -0.10; C -0.06; C -0.05; C -0.06; C -0.10; C -0.29; C -0.09; C -0.06; C -0.04; C -0.04; C -0.07; H 0.09; H 0.12; H 0.12; H 0.12; H 0.09; H 0.11; H 0.12; H 0.12; H 0.12; H 0.11; H 0.09; H 0.11; H 0.12; H 0.12; H 0.12



This record from the Open Molecules 2025 dataset describes a structure of composition C38H38IN3O2PS2SbTi. The level of theory is ωB97M-V/def2-TZVPD.

CARTESIAN COORDINATES (ANGSTROEM)
Ti  0.1506  0.4923  0.4095
I  -2.2246  -0.2175  -1.2511
C  -1.4928  -1.6082  -2.7635
C  -2.3048  -2.7100  -2.8334
C  -2.2094  -3.6528  -3.8775
C  -1.3362  -3.4295  -4.8965
C  -0.4706  -2.3077  -4.8642
C  0.3823  -2.0667  -5.9667
C  1.2307  -1.0005  -5.9721
C  1.3229  -0.1988  -4.8215
C  0.5439  -0.4134  -3.7117
P  1.1061  0.4797  -2.1873
C  1.1874  2.1847  -2.8609
C  -0.0195  2.8837  -2.8783
C  -0.0865  4.1654  -3.3979
C  1.0569  4.7736  -3.8984
C  2.2615  4.0878  -3.8832
C  2.3266  2.7981  -3.3710
C  2.8473  -0.0817  -2.1101
C  3.2241  -1.3475  -2.5578
C  4.5111  -1.8178  -2.3409
C  5.4394  -1.0311  -1.6741
C  5.0687  0.2223  -1.2084
C  3.7789  0.6864  -1.4144
C  -0.4701  -1.4246  -3.7455
H  -3.0818  -2.8378  -2.0885
H  -2.8662  -4.5137  -3.8880
H  -1.2864  -4.0962  -5.7494
H  0.3345  -2.7442  -6.8116
H  1.8668  -0.7984  -6.8243
H  2.0773  0.5772  -4.7956
H  -0.9124  2.4182  -2.4760
H  -1.0309  4.6947  -3.3974
H  1.0092  5.7805  -4.2939
H  3.1584  4.5553  -4.2707
H  3.2743  2.2756  -3.3707
H  2.5094  -1.9767  -3.0739
H  4.7844  -2.8060  -2.6899
H  6.4432  -1.3997  -1.5034
H  5.7709  0.8339  -0.6565
H  3.4925  1.6480  -1.0058
O  2.1009  0.3954  1.0845
C  2.9846  1.2340  1.5161
C  4.2095  0.7502  2.0374
C  5.2120  1.5948  2.4529
C  5.0568  2.9805  2.3687
C  3.8653  3.4790  1.8818
C  2.8190  2.6459  1.4728
C  1.5552  3.2385  1.0384
N  0.5807  2.6643  0.3505
C  -0.4466  3.5832  0.2689
C  -0.0838  4.7254  0.8952
N  1.2014  4.5127  1.3426
H  4.3238  -0.3264  2.0827
H  6.1346  1.1783  2.8421
H  5.8490  3.6500  2.6765
H  3.7492  4.5545  1.7962
H  -1.3946  3.3281  -0.1752
H  -0.6147  5.6409  1.0809
H  1.6881  5.0888  2.0043
C  -0.9930  -1.8295  4.1867
C  0.1440  -2.4409  3.3713
Sb  -0.1619  -2.2345  1.2568
C  0.9882  -3.9586  0.6533
C  2.4831  -3.6619  0.7598
C  -2.1245  -3.0868  1.1328
C  -2.2922  -4.4093  1.8710
H  -0.8301  -1.9799  5.2570
H  -1.9588  -2.2729  3.9359
H  -1.0681  -0.7555  4.0169
H  0.2762  -3.5048  3.5861
H  1.0862  -1.9344  3.5888
H  0.7071  -4.1968  -0.3758
H  0.7095  -4.8089  1.2793
H  2.7603  -2.7879  0.1653
H  3.0934  -4.5035  0.4201
H  2.7687  -3.4451  1.7921
H  -2.3405  -3.1991  0.0684
H  -2.8035  -2.3144  1.5017
H  -1.6495  -5.1870  1.4529
H  -3.3230  -4.7690  1.8095
H  -2.0443  -4.3144  2.9297
O  -1.5877  2.4794  4.2221
S  -0.3207  1.9060  3.6374
N  -0.5759  1.0505  2.2491
S  -3.2192  1.0343  1.2418
C  -1.5351  0.7830  1.4162

As for the HOMO energy (spin up / spin down): -2.408 / -2.489 eV. The value obtained for the frontier orbital gap (spin up / spin down) is 4.49 / 4.57 eV. Its energy is -4310.8024 Ha. Its expectation value of S² is 0.7695. The LUMO energy (spin up / spin down) comes out at 0.0766 / 0.0766 hartree. As for the multiplicity: 2. The net charge is -1. For the energy relative to the best compared isomer or geometry (same formula, charge and spin), the calculation gives 0.023 eV.

In elementary charge units, the Löwdin charges are: Ti 0.27; I 1.09; C -0.51; C -0.19; C -0.08; C -0.05; C -0.17; C -0.04; C -0.07; C -0.10; C -0.29; P 1.06; C -0.35; C -0.11; C -0.08; C -0.09; C -0.08; C -0.10; C -0.35; C -0.09; C -0.09; C -0.09; C -0.07; C -0.11; C -0.19; H 0.07; H 0.10; H 0.11; H 0.11; H 0.10; H 0.10; H 0.07; H 0.11; H 0.10; H 0.10; H 0.10; H 0.11; H 0.10; H 0.10; H 0.11; H 0.11; O -0.23; C -0.38; C -0.03; C -0.11; C -0.12; C -0.06; C -0.10; C -0.28; N 0.02; C -0.13; C -0.07; N 0.11; H 0.11; H 0.09; H 0.09; H 0.10; H 0.10; H 0.11; H 0.15; C -0.18; C -0.41; Sb 1.45; C -0.44; C -0.20; C -0.43; C -0.19; H 0.07; H 0.05; H 0.03; H 0.04; H 0.05; H 0.04; H 0.04; H 0.05; H 0.06; H 0.06; H 0.01; H 0.04; H 0.05; H 0.06; H 0.05; O -0.71; S 0.71; N -0.52; S 0.31; C -1.16



This record from the Open Molecules 2025 dataset describes an isolated molecule of C2H2N4 in a non-equilibrium geometry. The level of theory is ωB97M-V/def2-TZVPD.

CARTESIAN COORDINATES (ANGSTROEM)
C  -0.6447  -1.2482  0.0503
C  -1.0318  1.0887  0.0086
N  -1.1041  -2.2956  0.1350
N  -1.7384  1.9815  0.0536
N  1.2460  0.2201  -0.3429
N  -0.1074  -0.0482  0.0013
H  1.6051  0.9386  0.2872
H  1.7752  -0.6370  -0.1931

As for the HOMO energy (spin up / spin down): -5.108 / -12.123 eV. The value obtained for the frontier orbital gap (spin up / spin down) is 5.62 / 8.33 eV. Its energy is -296.1508 Ha. Its expectation value of S² is 2.0306. The LUMO energy (spin up / spin down) comes out at 0.0189 / -0.1393 hartree. As for the multiplicity: 3. For the energy relative to the best compared isomer or geometry (same formula, charge and spin), the calculation gives 2.273 eV.

In elementary charge units, the natural (NBO) charges are: C 0.21; C 0.29; N -0.27; N -0.28; N -0.54; N -0.15; H 0.37; H 0.37